No. 1
{"formula": "C22H26N2O4", "method": "ωB97M-V with the def2-TZVPD basis set", "homo_lumo_gap_ha": 0.3078, "smiles": "COc1ccc(NC(=O)C2CCN(C(=O)Cc3ccccc3)CC2)c(OC)c1", "homo_ev": -7.808, "e_above_lowest_kj_mol": 192.8, "symbols": ["C", "C", "H", "H", "C", "C", "H", "H", "C", "N", "C", "H", "H", "C", "C", "H", "H", "C", "C", "H", "O", "H", "C", "H", "C", "C", "N", "O", "H", "O", "C", "O", "C", "C", "C", "H", "C", "H", "H", "H", "H", "H", "C", "H", "H", "H", "C", "C", "H", "H", "H", "H", "H", "C"], "xyz": [[3.6514, 1.1434, -2.5957], [2.8062, -0.6285, -1.0503], [-2.5376, -0.0259, 5.4517], [4.4668, 0.5586, -4.4511], [-6.3240, -0.1686, 4.5735], [1.3807, -2.4391, -4.9081], [2.6367, -1.2182, -1.9502], [0.4749, 0.3125, -1.7710], [0.5813, 0.4266, -0.6871], [3.1267, 0.7347, -1.4173], [-4.3074, 0.0290, 2.5912], [3.1377, 1.4487, 0.5301], [-5.3183, -0.0067, 2.2206], [2.7220, 1.7261, -0.4437], [0.0004, 0.1018, 5.1857], [0.8238, 2.5275, -1.1138], [0.8873, 2.1572, 0.6073], [0.3615, -0.2729, -4.8516], [-1.9521, 0.1820, 2.1043], [3.1496, 2.6822, -0.7477], [3.8877, 2.3165, -2.8173], [-0.4179, 0.9410, 5.7492], [3.9320, 0.0656, -3.6347], [-6.6249, 0.7399, 4.0423], [2.6558, -0.5350, -4.1650], [-3.2672, 0.1329, 1.6801], [-0.8548, 0.2924, 1.2434], [-0.3411, 0.1761, 3.8223], [1.0880, 0.1499, 5.2205], [-1.8034, 0.1985, -0.8246], [-1.6719, 0.1236, 3.4846], [-4.9658, -0.1268, 4.9389], [0.2754, -1.6307, -5.1100], [-4.0336, -0.0263, 3.9486], [1.5452, 0.2720, -4.3874], [4.5813, -0.7072, -3.2185], [-2.7075, 0.0209, 4.3892], [1.7816, -0.5065, 0.8604], [1.0687, -1.6471, -0.2814], [3.4212, -2.5330, -4.2739], [1.3229, -3.4981, -5.1137], [-0.3356, -0.8396, 5.6303], [1.1887, 1.8073, -0.3819], [1.6150, 1.3326, -4.1936], [-6.5464, -1.0426, 3.9531], [0.0228, 0.3522, 1.7408], [1.5339, -0.6648, -0.1910], [2.5626, -1.8952, -4.4358], [3.6464, -1.0708, -0.4958], [-0.6495, -2.0567, -5.4683], [-3.4751, 0.1743, 0.6244], [-0.4972, 0.3626, -5.0078], [-6.8783, -0.2398, 5.5080], [-0.8270, 0.2918, -0.1121]], "forces_ev_per_a": [[0.3, -0.3, -0.1], [0.1, -0.4, 0.1], [0.1, 0.0, 0.1], [0.0, 0.0, 0.2], [-0.2, 0.0, -0.1], [0.0, -0.1, 0.0], [0.0, 0.0, 0.1], [-0.1, 0.0, 0.2], [-0.2, 0.0, 0.1], [-0.2, 0.1, 0.2], [-0.3, 0.0, 0.4], [0.0, 0.0, 0.0], [-0.1, 0.0, 0.0], [0.0, 0.4, 0.0], [0.1, 0.0, 0.3], [0.0, 0.1, 0.0], [0.0, 0.0, 0.0], [-0.1, 0.0, 0.0], [-0.2, 0.0, 0.1], [0.0, -0.1, 0.1], [0.0, 0.3, -0.3], [0.0, 0.0, 0.0], [0.0, 0.2, -0.1], [0.0, 0.0, 0.0], [0.0, -0.1, -0.1], [0.3, 0.0, 0.0], [0.3, 0.0, 0.5], [-0.4, 0.0, -0.5], [-0.1, 0.0, 0.1], [-0.4, 0.0, -0.1], [-0.1, 0.0, -0.1], [0.3, 0.0, 0.1], [-0.1, 0.0, 0.0], [0.1, 0.0, -0.2], [0.1, -0.1, 0.0], [0.0, 0.0, 0.0], [0.0, 0.0, 0.1], [0.0, 0.0, 0.1], [0.0, 0.0, 0.1], [0.1, 0.0, 0.0], [0.0, -0.1, 0.0], [0.0, 0.0, 0.0], [0.2, -0.1, -0.1], [0.0, 0.1, 0.0], [0.0, 0.0, 0.0], [0.0, 0.0, -0.2], [0.0, 0.1, -0.2], [0.0, 0.1, 0.0], [-0.1, -0.1, -0.1], [-0.1, 0.0, 0.0], [0.0, 0.0, 0.0], [-0.1, 0.1, 0.0], [0.0, 0.0, -0.1], [0.6, 0.0, -0.3]], "mulliken_charge": [0.809, -0.469, 0.461, 0.346, -0.856, -0.579, 0.277, -0.348, 1.505, 0.165, -0.585, 0.361, 0.386, -1.090, -0.928, 0.312, 0.288, -0.548, -0.310, 0.489, -0.678, 0.351, -1.011, 0.342, 0.162, -1.009, 0.187, -0.438, 0.250, -0.728, 0.959, -0.454, -0.508, 0.430, -0.242, 0.322, -0.186, 0.417, 0.369, 0.369, 0.386, 0.352, -0.610, 0.450, 0.341, 0.241, -1.024, -0.076, 0.149, 0.395, 0.546, 0.403, 0.251, -0.392]}

---

No. 2
{"formula": "C22H26N4O2RuS3Si", "method": "ωB97M-V with the def2-TZVPD basis set", "homo_lumo_gap_ha": [0.2389, 0.2361], "homo_ev": [-4.052, -4.379], "spin_multiplicity": 2, "e_above_lowest_kj_mol": 281.6, "s2": 0.756, "charge": -1, "symbols": ["H", "H", "C", "C", "H", "S", "C", "C", "S", "O", "C", "C", "S", "C", "N", "N", "H", "H", "H", "C", "C", "H", "H", "H", "C", "Si", "H", "C", "C", "O", "H", "H", "H", "H", "C", "H", "H", "H", "H", "H", "C", "H", "C", "C", "Ru", "H", "H", "C", "H", "C", "C", "N", "C", "N", "H", "H", "H", "C", "C"], "xyz": [[4.7284, 4.9306, -0.9428], [-2.2091, 1.5076, 0.3465], [1.0386, -5.0577, 0.2613], [-2.7791, -4.1637, -3.1138], [6.9428, 2.6402, 0.7339], [4.9053, -1.5046, -0.9623], [2.0027, -5.0887, -0.7433], [5.1715, 3.0183, -0.4236], [0.6511, 1.2207, -1.8122], [5.2365, -2.1292, 0.3186], [4.1288, 2.4396, -1.1431], [6.1379, 2.1961, 0.1588], [1.2387, 0.7477, 1.1174], [5.0281, 0.2635, -0.7124], [2.3577, -1.6456, -1.3831], [2.4788, -4.0298, -1.3749], [1.5271, 4.3875, 1.1860], [6.7974, 0.1775, 0.4873], [-2.1934, -0.6254, 2.2467], [0.7475, 2.5849, -0.7498], [-3.0586, -3.0100, -1.0231], [0.2148, 3.6449, 2.1083], [0.3920, 4.7102, -0.6138], [-3.5894, -2.9175, -0.0815], [-2.0156, -2.1311, -1.3210], [-1.4000, -0.8091, -0.1012], [1.3299, 4.2226, -2.0296], [-1.7535, -1.4339, 1.6570], [1.0294, 2.3821, 0.5543], [5.7351, -1.8644, -2.1087], [6.1499, 4.7700, -0.0944], [0.6800, -5.9591, 0.7339], [-2.4446, -2.2793, 1.6851], [3.2465, 0.6165, -1.8438], [-3.4422, -4.0123, -1.9046], [-0.5593, -1.6316, -2.8280], [-3.5311, 0.4517, -0.1916], [-4.2532, -4.6816, -1.6421], [-3.0640, -4.9543, -3.7973], [1.8771, 3.1336, 2.3694], [4.0599, 1.0658, -1.2931], [-0.2205, -3.6685, 1.3518], [6.0639, 0.8213, 0.0182], [-2.4813, 0.7160, -0.3557], [0.9264, -0.6100, -0.5649], [-0.4004, 3.9207, -1.9779], [-1.2115, -3.4100, -4.3746], [1.1657, 3.4478, 1.6045], [2.4054, -6.0471, -1.0638], [-1.3742, -2.2955, -2.5522], [-1.7433, -3.2987, -3.4376], [1.0398, -2.7203, 0.0388], [2.0051, -2.8385, -0.9433], [5.2192, 4.4083, -0.2336], [3.3595, 3.0661, -1.5823], [-0.8302, -1.7290, 2.1555], [-2.3661, 1.1035, -1.3675], [0.5062, 3.9343, -1.3701], [0.5567, -3.8003, 0.6072]], "forces_ev_per_a": [[0.0, 0.0, 0.0], [0.0, 0.0, 0.0], [0.0, 0.0, 0.0], [0.0, 0.0, 0.0], [0.0, 0.0, 0.0], [0.3, -0.5, 0.2], [0.0, 0.0, 0.0], [0.0, 0.0, 0.0], [-0.3, 0.1, 0.2], [0.0, 0.1, 0.0], [0.0, 0.1, 0.0], [0.0, 0.0, 0.0], [-0.3, -0.2, 0.2], [-0.1, 0.1, -0.2], [-0.5, 0.5, -0.1], [0.0, 0.1, 0.0], [0.0, 0.0, 0.0], [0.0, 0.0, 0.0], [0.0, 0.0, 0.0], [0.1, 0.1, 0.0], [0.0, 0.0, 0.0], [0.0, 0.0, 0.0], [0.0, 0.0, 0.0], [0.0, 0.0, 0.0], [0.1, -0.1, 0.0], [0.0, -0.2, -0.1], [0.0, 0.0, 0.0], [0.0, 0.1, 0.0], [0.1, -0.1, -0.1], [0.0, 0.2, 0.0], [0.0, 0.0, 0.0], [0.0, 0.0, 0.0], [0.0, 0.0, 0.0], [0.1, 0.0, 0.0], [0.0, 0.0, 0.0], [0.0, 0.0, 0.0], [0.0, 0.0, 0.0], [0.0, 0.0, 0.0], [0.0, 0.0, 0.0], [0.0, 0.0, 0.0], [0.1, 0.0, 0.0], [0.0, 0.0, 0.0], [0.0, -0.1, 0.1], [0.0, -0.1, 0.1], [0.6, 0.3, -0.6], [0.0, 0.0, 0.0], [0.0, 0.0, 0.0], [0.0, 0.1, 0.0], [0.0, 0.0, 0.0], [0.0, 0.0, 0.0], [0.0, 0.0, 0.0], [0.0, 0.0, 0.4], [-0.1, -0.4, 0.3], [0.0, 0.0, 0.0], [0.0, 0.0, 0.0], [0.0, 0.0, 0.0], [0.0, 0.0, 0.0], [0.0, 0.0, 0.0], [0.0, -0.1, -0.1]], "mulliken_charge": [0.244, 0.326, -0.892, -0.340, 0.276, 1.120, -0.239, 1.038, -0.463, -0.611, -0.686, -0.614, -0.516, 0.189, -0.774, -0.653, 0.398, 0.399, 0.354, 0.632, -0.298, 0.297, 0.404, 0.246, 0.526, 0.962, 0.268, -1.506, 0.768, -0.667, 0.236, 0.386, 0.428, 0.738, -0.644, 0.229, 0.371, 0.366, 0.368, 0.417, -0.757, 0.234, -0.700, -1.319, 0.552, 0.360, 0.382, -1.749, 0.399, -0.190, -0.770, -0.383, 1.054, -0.609, 0.141, 0.358, 0.319, -1.564, 0.160]}

---

No. 3
{"formula": "C22H26N4O3", "method": "ωB97M-V with the def2-TZVPD basis set", "homo_lumo_gap_ha": 0.3347, "smiles": "CCN(Cc1ccncc1)C(=O)CCc1nnc(CCc2ccccc2OC)o1", "homo_ev": -8.292, "e_above_lowest_kj_mol": 267.2, "symbols": ["O", "N", "C", "C", "C", "H", "C", "C", "H", "H", "H", "C", "H", "N", "H", "C", "H", "H", "O", "N", "C", "H", "H", "C", "H", "C", "C", "C", "H", "H", "H", "N", "H", "H", "C", "H", "H", "H", "C", "C", "O", "C", "C", "C", "H", "H", "H", "H", "C", "C", "C", "H", "H", "C", "H"], "xyz": [[-0.8688, 1.8620, -0.3721], [-1.2178, 0.2426, -1.7978], [0.5689, 3.3412, -1.7291], [1.8002, 0.2026, -4.9089], [2.8603, -0.8658, -1.2348], [1.1718, -1.1552, -2.5454], [2.9970, 0.9703, -4.3464], [-1.4402, -2.3651, 2.8804], [1.7106, 0.3878, -5.9762], [2.3469, 3.8768, -2.8391], [-0.0460, 4.1562, -2.1189], [-2.1959, -0.0383, 0.4686], [4.6338, 0.1989, -1.7531], [1.2517, -2.1479, 0.6461], [-4.4178, 0.9961, 5.0810], [1.5866, -1.3141, -1.5642], [-3.1188, 0.5004, 0.6940], [-1.2692, 0.8585, 2.1945], [-3.5526, 0.5542, 3.2469], [3.0493, 0.9423, -2.8998], [-3.1181, -2.8835, 4.5026], [3.9282, 0.5365, -4.7246], [1.2686, 2.7120, -3.6505], [3.7304, -0.1718, -2.2525], [1.9270, -0.8668, -4.7583], [-2.0122, -3.2630, 3.7675], [-3.6579, -1.6153, 4.3570], [-4.6399, 1.0125, 4.0089], [4.0210, -0.8863, -3.0259], [-0.3447, -0.4847, 1.4898], [-3.5734, -3.5724, 5.1991], [-0.4527, 1.1797, -2.4046], [-4.5224, -1.3434, 4.9423], [2.9695, 2.0089, -4.6804], [-1.4499, 0.6601, -0.5979], [-0.5719, -2.6438, 2.3008], [-0.1684, -2.2975, -0.8142], [2.7726, -1.9029, 1.9810], [2.4667, -1.7266, 0.9576], [-1.9616, -1.0930, 2.7219], [2.6848, 1.8172, -0.8731], [2.5208, 1.8765, -2.0787], [3.3086, -1.0908, 0.0610], [-1.3445, -0.1339, 1.7473], [4.2858, -0.7555, 0.3716], [-2.4487, -1.0326, 0.1003], [-5.5443, 0.4251, 3.8170], [-4.8086, 2.0417, 3.6941], [1.7028, 3.0061, -2.6997], [0.8302, -1.9460, -0.5920], [-0.2560, 2.1227, -1.5424], [0.8830, 0.5156, -4.4136], [0.9707, 3.6314, -0.7571], [-3.0890, -0.7154, 3.4657], [-1.5944, -4.2515, 3.8830]], "forces_ev_per_a": [[0.0, 0.1, 0.2], [-0.8, -0.8, 0.7], [0.1, 0.1, 0.1], [0.2, 0.2, 0.0], [-0.1, -0.3, 0.1], [-0.1, 0.0, -0.1], [-0.3, 0.0, -0.4], [-0.1, 0.1, 0.1], [0.0, 0.0, -0.2], [0.0, 0.0, -0.1], [0.0, 0.0, 0.0], [0.2, 0.3, 0.2], [0.0, -0.1, -0.1], [-0.3, -0.3, 0.3], [0.0, 0.0, 0.0], [0.2, 0.0, 0.1], [0.0, -0.1, 0.0], [0.1, 0.0, 0.0], [0.3, -0.2, -0.2], [0.3, -0.3, 0.1], [0.1, -0.1, 0.0], [0.0, 0.2, 0.0], [0.1, 0.0, -0.1], [0.1, 0.2, 0.2], [0.0, -0.1, 0.0], [-0.1, -0.1, 0.1], [-0.2, 0.3, 0.0], [-0.2, 0.1, 0.1], [0.0, 0.1, 0.0], [0.0, 0.1, 0.1], [0.0, -0.1, 0.1], [0.7, 1.1, -0.3], [-0.1, 0.1, 0.0], [0.1, -0.1, 0.0], [-0.2, -0.4, -0.5], [0.1, 0.0, -0.1], [-0.1, 0.0, -0.1], [0.1, 0.0, 0.1], [0.4, 0.1, 0.0], [-0.1, 0.3, 0.1], [0.0, 0.1, 0.3], [0.0, 0.3, -0.5], [-0.1, -0.1, -0.2], [-0.2, 0.0, 0.0], [0.1, 0.1, 0.1], [0.0, 0.1, -0.1], [0.0, 0.0, 0.0], [0.0, -0.1, 0.1], [-0.1, -0.1, 0.3], [0.0, 0.0, -0.2], [-0.1, -0.2, -0.4], [-0.1, 0.0, 0.0], [0.0, 0.0, -0.1], [0.1, -0.2, 0.0], [0.0, -0.1, 0.0]], "mulliken_charge": [-0.303, -0.790, -0.754, -0.953, 0.900, 0.202, -0.966, -0.054, 0.423, 0.311, 0.368, -0.543, 0.340, -0.386, 0.378, -0.071, 0.431, 0.364, -0.338, 0.155, -0.580, 0.456, 0.411, -1.051, 0.309, -0.975, -0.687, -1.000, 0.447, 0.331, 0.375, 0.062, 0.408, 0.542, 0.583, 0.548, 0.421, 0.379, -0.621, 0.050, -0.650, 0.657, -0.512, -0.370, 0.398, 0.246, 0.379, 0.248, -0.728, -0.516, 0.386, 0.227, 0.269, 0.435, 0.405]}

---

No. 4
{"formula": "C22H26N4O4", "method": "ωB97M-V with the def2-TZVPD basis set", "homo_lumo_gap_ha": 0.2919, "smiles": "CCN(CC)c1ccc(/C=N/NC(=O)CNC(=O)c2ccc3c(c2)OCCO3)cc1", "homo_ev": -7.480, "e_above_lowest_kj_mol": 1939.6, "symbols": ["H", "C", "H", "H", "C", "H", "H", "C", "C", "C", "H", "H", "O", "C", "H", "C", "C", "C", "C", "C", "C", "C", "C", "H", "H", "N", "O", "C", "N", "C", "C", "C", "N", "H", "H", "C", "N", "H", "H", "H", "O", "H", "H", "H", "C", "H", "H", "H", "C", "O", "C", "H", "H", "H", "H", "H"], "xyz": [[-8.8263, -4.0221, 0.2846], [-5.9129, -1.2832, -0.5817], [6.2690, 1.9541, 0.3719], [-6.9538, 1.6080, 0.1638], [1.4588, 2.2540, -0.3842], [10.2398, -0.5695, 0.4290], [-9.5750, -1.8433, -0.7366], [6.7206, -1.7175, 0.0545], [-3.9910, 0.2063, -0.3468], [-8.5611, -2.9898, 0.7267], [-9.9039, -0.0911, -0.0356], [1.3217, 2.9518, -1.1318], [8.4328, 0.3999, 0.3165], [-4.5308, -0.8595, -0.5066], [9.0239, -1.7595, -1.3111], [8.9760, -2.0422, -0.2486], [-6.8799, -0.5278, -0.0797], [0.1749, 1.3085, -0.4114], [4.3107, -0.9286, 0.1455], [6.0952, 0.9607, -0.0534], [7.1629, -0.1651, 0.1631], [3.6382, 1.6541, 0.2862], [4.6907, 0.5014, 0.2713], [-8.9263, 1.1122, -0.1045], [-2.0598, -0.2179, -0.6537], [2.5769, 1.3230, -0.6643], [3.9493, 2.7267, 0.7634], [-8.9552, 0.5151, 1.7111], [-2.2881, 1.7254, -0.0922], [-8.5754, -2.2086, -0.7039], [9.2368, -0.9934, 0.5784], [-8.9644, 0.0824, 0.3397], [-0.8639, 1.9399, -0.2122], [1.4793, 2.7745, 0.4331], [-9.1829, -2.6776, 1.3822], [-5.0527, 1.2573, -0.1980], [-8.1820, -0.7914, -0.1808], [-7.4726, -2.9371, 1.0830], [-8.1189, 0.8363, 2.1322], [9.6127, -2.8949, 0.2199], [0.3504, 0.2721, -0.7597], [-7.8660, -2.5102, -1.2371], [-0.8300, 2.9533, -0.0755], [2.4992, 0.3338, -0.7879], [5.3995, -1.7095, -0.0196], [-3.7266, -1.7535, -0.6658], [5.1144, -2.8057, -0.0943], [-4.5184, 2.1863, 0.0286], [-2.6329, 0.5413, -0.5172], [7.6045, -2.5652, -0.1380], [-6.3564, 0.9390, -0.1771], [-9.1417, -0.4632, 2.2887], [9.1692, -1.1325, 1.4866], [3.3860, -1.2261, 0.0953], [-9.6870, 1.2004, 2.0971], [-6.0613, -2.5941, -0.7303]], "forces_ev_per_a": [[0.5, 0.9, 1.7], [2.8, -6.0, 0.5], [0.5, -0.1, -0.8], [-4.0, 4.5, 1.6], [-1.4, -5.8, -4.0], [0.0, -0.6, -0.2], [-1.3, -1.5, -2.3], [0.3, 12.3, 0.6], [-0.7, 11.4, 0.7], [5.7, -4.0, -7.7], [-3.1, -0.8, -0.1], [-0.1, 1.4, -2.1], [-0.4, -5.5, 0.0], [-1.9, -14.7, -2.7], [0.8, -0.6, 0.2], [-1.6, -4.7, -2.4], [1.7, 4.0, -3.2], [5.7, 8.2, 1.1], [6.3, 7.7, 0.6], [-1.0, -5.5, 4.2], [-3.4, 2.8, -1.3], [1.9, -2.2, -2.7], [0.7, -0.8, -2.1], [0.7, -0.3, -1.1], [4.4, -4.4, -1.6], [2.2, 4.2, 3.9], [-1.5, -0.4, -0.1], [-3.5, -4.7, 3.4], [2.0, -2.6, -1.9], [-5.3, 5.9, 11.3], [2.4, 9.2, -5.5], [-4.5, 7.3, -0.5], [-8.6, 7.0, 2.5], [1.0, 2.5, 5.2], [-4.4, 2.2, 4.2], [2.8, -0.6, 0.4], [5.7, -5.0, -2.2], [-1.7, -0.4, -0.3], [4.3, 1.5, 1.1], [-0.8, 1.1, -1.8], [0.8, -13.0, -3.3], [4.7, -2.6, -5.6], [0.8, -0.8, 0.1], [-1.0, -0.1, -0.1], [-2.3, -7.1, -0.1], [-2.1, 1.5, 0.1], [-0.1, 0.8, -0.3], [-1.4, 0.5, -0.4], [-3.0, 5.7, 3.5], [3.8, -4.8, -0.1], [2.6, -5.1, 0.6], [0.1, 1.3, 0.0], [-1.3, -1.5, 9.2], [-4.8, -1.9, 0.0], [-0.8, 0.3, -0.7], [0.6, 4.3, 0.4]], "mulliken_charge": [0.326, -0.321, 0.313, 0.426, -1.397, 0.391, 0.324, 0.521, 0.559, -0.890, 0.642, 0.337, -0.442, -0.061, 0.347, -0.189, 1.130, 1.123, -1.208, -0.891, 0.519, 0.460, 0.634, 0.348, 0.736, -0.212, -0.592, -1.196, -0.828, -1.156, -0.866, -0.898, 0.156, 0.640, 0.411, -0.885, 0.024, 0.270, 0.403, 0.239, -0.533, 0.834, 0.276, 0.325, -0.476, 0.066, 0.197, 0.436, -1.177, -0.433, -0.858, 0.184, 0.562, 0.835, 0.428, 0.087]}